Density functional theory data (ωB97M-V/def2-TZVPD) for C40H115FeN5O19S as an isolated structure at a distorted geometry.

Properties
LUMO level (spin up / spin down)   -0.1018 / -0.1675 Eh
Spin multiplicity   6
Charge   +1
Calculated total energy   -134910.278 eV

Last column: Löwdin spin population.
CARTESIAN COORDINATES (ANGSTROEM)
Fe 2.590 12.555 19.704  4.30
S 0.747 11.500 18.129  0.02
O 0.120 12.426 17.196  0.02
O 0.225 10.168 18.028  0.02
O 2.216 11.632 18.093  0.14
O 0.795 12.046 19.482  0.15
C 5.439 10.553 18.319  0.00
C 5.540 11.295 19.606  0.01
C 6.947 11.682 20.106  0.00
O 6.846 12.259 21.411  0.00
C 8.117 12.629 21.934  0.00
N 4.667 12.522 19.502  0.07
H 4.417 10.174 18.297  0.00
H 6.089 9.698 18.509  0.00
H 5.693 11.100 17.411  0.00
H 5.202 10.630 20.401  0.00
H 7.339 12.390 19.376  0.00
H 7.550 10.775 20.148  0.00
H 8.685 11.743 22.219  0.00
H 7.895 13.177 22.850  0.00
H 8.761 13.243 21.303  0.00
H 5.173 12.988 20.242  0.00
H 5.078 13.065 18.757  0.00
C 1.016 12.358 22.791  0.00
C 2.490 12.431 22.532  0.01
C 3.123 11.055 22.179  0.00
O 2.685 10.722 20.862  0.06
C 2.788 9.332 20.437  0.01
N 2.834 13.435 21.490  0.06
H 0.849 11.703 23.646  0.00
H 0.413 11.941 21.985  0.00
H 0.705 13.357 23.099  0.00
H 2.953 12.777 23.455  0.00
H 2.868 10.295 22.918  0.00
H 4.209 11.078 22.089  0.00
H 2.028 8.731 20.937  0.00
H 3.724 8.847 20.715  0.00
H 2.642 9.220 19.363  0.00
H 2.418 14.306 21.785  0.00
H 3.731 13.772 21.807  0.00
C 3.492 13.379 13.633  0.00
C 4.004 13.114 15.040  0.00
C 5.536 12.671 15.032  0.00
O 5.627 11.382 14.386  0.00
C 6.893 10.813 14.432  0.00
N 3.761 14.347 15.705  0.00
H 2.460 13.722 13.690  0.00
H 3.459 12.464 13.041  0.00
H 3.985 14.173 13.070  0.00
H 3.419 12.278 15.424  0.00
H 5.907 12.524 16.046  0.00
H 6.099 13.462 14.536  0.00
H 7.643 11.390 13.891  0.00
H 6.937 9.806 14.016  0.00
H 7.142 10.649 15.481  0.00
H 2.855 14.643 15.372  0.00
H 4.429 15.025 15.367  0.00
C 2.641 16.791 18.335  0.00
C 2.199 15.594 19.188  0.01
C 0.706 15.766 19.558  0.00
O 0.546 14.736 20.535  0.00
C -0.800 14.577 20.999  0.00
N 2.493 14.322 18.562  0.09
H 3.675 16.575 18.066  0.00
H 2.567 17.707 18.921  0.00
H 2.033 16.859 17.434  0.00
H 2.797 15.763 20.083  0.00
H 0.140 15.648 18.635  0.00
H 0.581 16.763 19.982  0.00
H -0.969 13.690 21.609  0.00
H -1.421 14.495 20.107  0.00
H -1.093 15.525 21.449  0.00
H 1.812 14.245 17.820  0.00
H 3.260 14.640 17.987  0.00
C -0.203 12.089 12.348  0.00
C -1.677 11.804 11.986  0.00
C -1.974 10.340 12.220  0.00
O -3.362 10.165 11.879  0.00
C -3.864 8.795 11.856  0.00
N -2.546 12.596 12.855  0.00
H -0.054 11.787 13.385  0.00
H -0.039 13.149 12.157  0.00
H 0.574 11.683 11.700  0.00
H -1.849 12.099 10.951  0.00
H -1.825 10.103 13.274  0.00
H -1.321 9.757 11.571  0.00
H -4.801 8.677 11.311  0.00
H -4.066 8.642 12.917  0.00
H -3.146 8.096 11.428  0.00
H -2.259 12.381 13.799  0.00
H -3.438 12.124 12.806  0.00
C -0.156 7.096 24.979  0.00
C -0.645 8.248 24.137  0.00
O 0.383 8.541 23.145  0.00
H -0.970 6.832 25.654  0.00
H 0.686 7.338 25.626  0.00
H 0.072 6.207 24.392  0.00
H -0.825 9.175 24.681  0.00
H -1.579 7.977 23.645  0.00
H -0.070 8.978 22.420  0.00
C 0.637 16.167 14.467  0.00
C -0.082 15.264 15.416  0.00
O 0.942 14.547 16.137  0.00
H 1.132 16.960 15.026  0.00
H -0.019 16.726 13.800  0.00
H 1.399 15.637 13.894  0.00
H -0.593 14.528 14.795  0.00
H -0.771 15.809 16.062  0.00
H 0.540 13.732 16.444  0.00
C -4.287 13.787 21.423  0.00
C -4.112 13.612 22.935  0.00
O -2.844 14.183 23.297  0.00
H -3.478 13.392 20.808  0.00
H -4.296 14.846 21.167  0.00
H -5.256 13.329 21.221  0.00
H -4.292 12.612 23.332  0.00
H -4.885 14.186 23.446  0.00
H -3.022 15.123 23.380  0.00
C -3.364 12.027 17.655  0.00
C -3.104 12.834 16.398  0.00
O -2.128 12.066 15.679  0.00
H -3.823 11.060 17.449  0.00
H -4.098 12.408 18.365  0.00
H -2.434 11.894 18.209  0.00
H -2.866 13.891 16.520  0.00
H -3.954 12.817 15.716  0.00
H -1.333 12.146 16.211  0.00
C -3.184 6.862 20.252  0.00
C -3.555 5.864 19.181  0.00
O -4.007 6.636 18.132  0.00
H -2.423 7.587 19.963  0.00
H -2.815 6.304 21.112  0.00
H -4.059 7.438 20.555  0.00
H -4.311 5.173 19.555  0.00
H -2.690 5.285 18.858  0.00
H -3.432 7.381 17.943  0.00
C -2.576 10.156 22.043  0.00
C -1.850 10.382 20.680  0.00
O -0.716 9.594 20.562  0.00
H -2.949 9.143 22.196  0.00
H -3.490 10.745 22.111  0.00
H -1.874 10.408 22.838  0.00
H -1.460 11.393 20.567  0.00
H -2.518 10.271 19.826  0.00
H -0.486 9.667 19.633  0.00
C 1.915 9.444 14.181  0.00
C 3.129 9.168 15.074  0.00
O 2.959 7.929 15.720  0.00
H 0.998 9.596 14.750  0.00
H 1.746 8.605 13.505  0.00
H 2.036 10.361 13.604  0.00
H 3.375 10.028 15.697  0.00
H 3.992 9.108 14.411  0.00
H 2.319 8.025 16.428  0.00
C 0.912 5.540 18.553  0.00
C 0.434 6.930 18.619  0.00
O 1.242 7.698 17.762  0.00
H 0.899 5.245 17.504  0.00
H 0.305 4.905 19.198  0.00
H 1.917 5.436 18.961  0.00
H 0.512 7.324 19.633  0.00
H -0.584 6.996 18.235  0.00
H 1.020 8.627 17.856  0.00
C -2.260 7.515 15.279  0.00
C -1.444 8.586 15.965  0.00
O -1.949 8.708 17.283  0.00
H -3.294 7.824 15.127  0.00
H -2.426 6.661 15.936  0.00
H -1.825 7.247 14.316  0.00
H -1.459 9.543 15.442  0.00
H -0.406 8.253 15.977  0.00
H -1.364 9.320 17.735  0.00
C -3.040 17.567 18.683  0.00
C -3.210 16.166 18.163  0.00
O -4.397 16.057 17.420  0.00
H -2.125 17.639 19.270  0.00
H -3.883 17.849 19.315  0.00
H -2.940 18.331 17.911  0.00
H -3.251 15.407 18.944  0.00
H -2.380 15.906 17.506  0.00
H -4.234 16.607 16.650  0.00